# 1
ORCA calculation (ωB97M-V/def2-TZVPD) on the molecule C6H10.

Structure (ORCA input):
```
! wB97M-V def2-TZVPD RIJCOSX def2/J DEFGRID3
* xyz 0 1
C 0.31 0.51 -1.55
C -0.98 -0.89 0.07
C 0.23 -0.27 0.82
C 1.02 -0.28 -0.50
C -0.04 1.05 1.54
C -0.18 -0.87 -1.22
H -0.63 1.72 0.91
H 0.70 -0.99 1.51
H -1.24 -1.90 0.41
H -1.90 -0.29 0.07
H 0.88 1.57 1.82
H 2.06 -0.57 -0.60
H 0.83 0.61 -2.50
H -0.19 -1.65 -1.98
H -0.26 1.39 -1.26
H -0.62 0.87 2.45
*
```

Output
* SMILES: C[C@H]1C[C@H]2C[C@H]21
* HOMO level: -0.3503 hartree
* orbital gap: 0.39619 Eh
* DFT total energy: -6382.5524 eV
* relative energy (zero: lowest compared OMol25 entry of this formula, charge and spin): 1.307 eV
* LUMO: 0.0459 hartree


# 2
ORCA calculation (ωB97M-V/def2-TZVPD) on a cluster of 2 separate species, CH4Cl2NP in total.

Structure (ORCA input):
```
! wB97M-V def2-TZVPD RIJCOSX def2/J DEFGRID3
* xyz 0 1
Cl 4.07 1.16 -0.25
Cl 0.65 0.13 0.56
P 3.78 -0.56 0.73
N 3.87 -1.51 -0.47
C -1.03 0.81 0.26
H -1.69 0.81 1.06
H -1.58 0.17 -0.58
H 3.90 -2.51 -0.39
H -1.01 1.92 0.09
*
```

Output
* SMILES: [H]/N=P/Cl.CCl
* HOMO level: -0.3581 hartree
* orbital gap: 0.34884 Eh
* DFT total energy: -36925.1533 eV
* relative energy (zero: lowest compared OMol25 entry of this formula, charge and spin): 1.451 eV
* LUMO: -0.0092 hartree


# 3
ORCA calculation (ωB97M-V/def2-TZVPD) on a structure of composition C41H44GeN3P2STi.

Structure (ORCA input):
```
! wB97M-V def2-TZVPD RIJCOSX def2/J DEFGRID3
* xyz 0 2
Ge -1.87 1.86 2.86
Ti -0.18 2.10 0.20
S 2.18 2.58 -0.11
P -0.77 -0.57 -0.76
P 2.57 -0.79 -0.86
N 0.68 -2.47 -2.06
N 2.47 5.10 0.79
N 0.31 4.39 0.07
C -0.16 5.64 0.19
C -1.62 2.94 -2.80
C -4.22 -3.45 0.20
C -1.62 0.95 -1.38
C 7.13 -0.94 -1.55
C -3.33 -1.72 -1.20
C -1.17 -6.27 -1.89
C -2.88 1.35 -0.89
C 6.36 0.06 -2.12
C -2.20 -1.63 -0.40
C -3.10 -3.37 1.01
C 1.63 4.18 0.30
C 6.54 -1.91 -0.75
C 2.36 -1.38 0.85
C 0.67 6.65 0.66
C -3.50 2.49 -1.39
C 5.17 -1.88 -0.53
C -2.61 3.44 1.94
C -4.34 -2.61 -0.90
C -0.23 1.46 1.96
C -1.84 -5.17 -2.38
C 2.89 -0.57 1.86
C 2.69 -0.90 3.19
C 1.41 -2.82 2.53
C -0.12 -1.30 -2.35
C 1.62 -2.50 1.20
C -1.23 -3.93 -2.45
C 0.77 -4.88 -1.54
C 0.14 -6.11 -1.48
C 4.38 -0.88 -1.10
C 1.97 6.31 0.98
C 4.99 0.09 -1.89
C 0.09 -3.74 -2.02
C -1.56 5.94 -0.26
C -3.26 0.45 2.79
C 1.95 -2.02 3.53
C -0.99 1.81 -2.31
C -2.09 -2.46 0.72
C 2.12 -2.27 -1.90
C -2.90 3.27 -2.36
C -1.67 2.37 4.75
H -3.70 3.49 1.94
H 1.79 -4.82 -1.19
H 1.18 -3.14 0.44
H 6.82 0.83 -2.73
H -1.65 -7.24 -1.84
H -1.10 3.57 -3.51
H -1.66 5.67 -1.31
H -3.40 4.14 -2.75
H -1.34 1.52 5.35
H 0.51 0.90 2.54
H -2.20 4.34 2.42
H -3.31 -0.10 3.74
H -1.81 -3.10 -2.83
H -5.01 -4.16 0.43
H 7.15 -2.69 -0.30
H 2.60 -2.08 -2.86
H 8.20 -0.96 -1.72
H -3.37 0.76 -0.13
H 3.44 0.33 1.61
H 2.58 -3.16 -1.50
H 2.65 7.05 1.39
H 0.52 -0.54 -2.82
H -5.22 -2.67 -1.53
H -3.04 -0.28 2.01
H -3.43 -1.07 -2.07
H 0.83 -3.70 2.79
H 1.78 -2.27 4.57
H -0.93 3.17 4.86
H -4.48 2.75 -1.00
H -2.27 3.47 0.90
H -1.22 -2.39 1.35
H -2.29 5.37 0.31
H -2.63 2.72 5.15
H 4.39 0.89 -2.30
H 0.02 1.59 -2.64
H 0.70 -6.96 -1.10
H 0.31 7.67 0.76
H -2.87 -5.25 -2.72
H -0.91 -1.51 -3.07
H -1.78 7.00 -0.14
H 4.71 -2.63 0.10
H -3.00 -4.02 1.87
H -4.25 0.87 2.61
H 3.10 -0.26 3.96
*
```

Output
* HOMO level (spin up / spin down): -0.2396 / -0.2419 hartree
* orbital gap (spin up / spin down): 0.24529 / 0.24718 Eh
* DFT total energy: -156744.3432 eV
* relative energy (zero: lowest compared OMol25 entry of this formula, charge and spin): 1.438 eV
* LUMO (spin up / spin down): 0.0056 / 0.0053 hartree


# 4
ORCA calculation (ωB97M-V/def2-TZVPD) on a cluster of 2 separate species, C27H20FNO2S in total.

Structure (ORCA input):
```
! wB97M-V def2-TZVPD RIJCOSX def2/J DEFGRID3
* xyz 0 1
S 0.53 1.70 1.74
F 3.61 -1.47 -3.53
O 0.06 2.06 3.05
O 0.66 2.69 0.68
N 0.76 -1.97 0.97
C -0.44 0.32 1.06
C 4.80 0.09 2.15
C 2.18 1.01 1.94
C -3.86 1.70 1.90
C 1.31 1.65 -2.11
C -1.04 -2.26 -1.68
C -2.60 -0.78 1.67
C -2.48 1.64 1.71
C 0.79 0.33 -2.02
C 4.09 0.45 3.29
C 0.19 -0.94 1.06
C 2.86 0.60 0.80
C 2.78 0.94 3.20
C 4.18 0.17 0.89
C -4.62 0.53 1.96
C 2.55 1.91 -2.68
C -3.98 -0.71 1.85
C -3.38 -2.84 -1.92
C -0.44 0.18 -1.30
C 1.55 -0.72 -2.61
C -1.83 0.40 1.52
C -1.38 -0.89 -1.54
C -2.76 -0.55 -1.53
C 3.35 0.86 -3.14
C -2.03 -3.21 -1.95
C 2.82 -0.43 -3.08
C -3.74 -1.51 -1.66
H -3.02 0.50 -1.36
H 2.22 1.26 4.07
H 2.34 0.65 -0.16
H -4.34 2.68 2.01
H -1.74 -4.23 -2.17
H 1.16 -1.73 -2.68
H -0.88 1.13 -0.97
H 0.72 2.47 -1.70
H -4.55 -1.63 1.89
H 2.89 2.94 -2.77
H -5.70 0.58 2.12
H 5.82 -0.28 2.22
H -0.01 -2.59 -1.51
H 4.71 -0.11 -0.02
H -2.09 -1.74 1.61
H 4.55 0.37 4.27
H -1.93 2.58 1.68
H 4.33 1.02 -3.57
H -4.79 -1.22 -1.58
H -4.16 -3.59 -2.07
*
```

Output
* HOMO level: -0.2917 hartree
* orbital gap: 0.22825 Eh
* DFT total energy: -47458.3535 eV
* relative energy (zero: lowest compared OMol25 entry of this formula, charge and spin): 0.000 eV
* LUMO: -0.0635 hartree


# 5
ORCA calculation (ωB97M-V/def2-TZVPD) on a cluster of 11 separate species, C38H106N8O11 in total.

Structure (ORCA input):
```
! wB97M-V def2-TZVPD RIJCOSX def2/J DEFGRID3
* xyz 0 1
O -0.20 2.25 -3.88
O -1.26 -1.95 -2.51
O 3.80 -2.18 0.97
O 1.24 -3.62 4.45
O -4.28 -4.78 1.48
O 4.78 2.13 -3.53
O -5.78 2.28 -2.48
O 2.59 4.88 0.56
O -3.16 3.29 3.72
O -0.87 0.51 0.95
O 5.13 3.94 1.37
N 3.70 -6.35 4.61
N -5.54 4.97 3.58
N 4.83 -5.18 -0.82
N -5.06 -1.89 0.97
N 2.64 3.14 -1.70
N -3.91 -2.21 -5.11
N -3.37 0.26 -0.36
N 4.74 -1.52 -3.81
C 5.07 3.15 -4.47
C 4.46 -0.16 -1.79
C 0.22 0.89 0.14
C -3.64 -1.35 2.84
C 4.40 -0.19 -3.30
C -5.14 1.15 -1.90
C -5.49 3.52 3.35
C -3.93 -2.42 1.77
C 2.91 -5.21 5.09
C -4.20 -3.75 2.44
C 4.01 2.56 2.97
C 0.43 -3.06 3.43
C 4.32 -1.47 2.06
C -2.80 2.19 -1.70
C 4.86 2.60 1.70
C -4.15 -2.26 -2.69
C -4.23 -6.09 2.04
C 0.14 -2.14 -2.47
C -6.64 3.07 2.48
C -4.15 3.10 2.74
C 1.10 2.09 -3.38
C 3.82 -4.15 5.66
C 4.47 -3.39 0.72
C 3.91 -4.09 -0.51
C 1.20 5.13 0.86
C 0.81 6.58 0.72
C 2.03 -4.69 3.94
C -3.94 1.46 -0.99
C 1.38 4.64 -3.19
C 5.26 0.87 -3.98
C -0.55 1.31 -4.87
C -3.25 -1.86 -3.84
C -6.22 3.23 -1.55
C 1.43 3.31 -2.49
C -1.89 2.82 3.27
C 2.48 -4.57 -0.33
C 1.46 0.65 0.99
C -1.83 -2.40 -3.71
H 0.57 -1.60 -3.32
H 1.29 1.15 -2.84
H -3.38 -3.95 3.13
H -5.42 3.55 -0.87
H 1.33 1.30 1.86
H 0.55 4.82 -3.88
H 6.31 0.73 -3.69
H 2.58 4.44 -0.33
H 1.99 -3.91 0.39
H -4.27 2.00 -0.10
H 2.33 -5.58 0.06
H -3.86 3.68 1.84
H -5.65 5.49 2.71
H -0.03 -3.85 2.83
H -5.20 -2.02 -2.82
H 3.74 -0.56 2.21
H -5.41 -2.62 0.35
H 1.88 2.04 -4.16
H -4.65 -6.77 1.31
H -3.05 -2.41 1.13
H -4.48 -0.89 3.36
H 2.20 -5.56 5.84
H 4.76 4.10 -4.04
H -3.22 -6.38 2.32
H 3.72 1.55 3.28
H -1.82 -3.50 -3.78
H -6.47 3.40 1.45
H 1.44 7.24 1.32
H -6.57 4.16 -2.00
H 5.75 -4.80 -1.05
H 2.61 2.28 -1.16
H 4.06 -2.19 -3.47
H 3.46 3.04 -2.31
H 1.04 -2.45 2.76
H 0.29 0.95 -5.49
H -0.22 6.79 0.99
H 4.32 -4.06 1.58
H -4.61 5.26 3.88
H -1.93 1.74 3.16
H -7.00 2.82 -0.90
H -1.35 1.71 -5.48
H 4.01 0.76 -1.41
H 4.65 -3.89 5.01
H 2.41 0.87 0.51
H -1.96 2.38 -1.04
H 3.24 -3.30 6.00
H -0.92 0.41 -4.34
H 4.59 -1.50 -4.82
H -2.89 -1.69 3.56
H -3.13 -0.36 -1.14
H -1.59 3.33 2.35
H 0.96 6.85 -0.33
H 6.15 3.26 -4.61
H 5.55 -3.25 0.58
H -4.14 -3.36 -2.61
H -1.76 0.50 0.53
H 5.21 0.71 -5.06
H -3.79 -1.88 -1.73
H 4.47 2.08 0.82
H 5.50 -0.02 -1.46
H -3.14 -0.53 2.32
H 5.82 2.10 1.87
H 3.08 3.07 2.71
H -4.09 -0.24 0.17
H -4.88 -6.05 2.92
H -4.77 0.59 -2.76
H 0.40 -3.20 -2.56
H 4.30 4.37 1.10
H -6.74 1.98 2.47
H 4.23 -4.56 6.59
H 4.42 -6.04 3.96
H 1.94 -4.62 -1.27
H -0.38 -2.51 3.90
H -1.22 -2.04 -4.56
H 1.07 4.71 1.86
H -4.16 2.09 2.30
H 1.34 -5.44 3.55
H 2.22 4.72 -3.89
H 1.44 5.49 -2.51
H 4.51 2.97 3.85
H 4.53 3.03 -5.42
H -3.27 -2.73 -5.71
H 0.60 4.57 0.13
H 5.36 -1.19 1.87
H 0.54 -1.72 -1.55
H 3.36 0.02 -3.60
H 0.23 0.26 -0.76
H -7.64 3.43 2.75
H 0.62 3.38 -1.75
H 3.86 -3.35 -1.32
H -3.94 -1.35 -5.67
H -1.18 3.13 4.03
H -5.12 -3.67 3.04
H 3.08 -6.96 4.09
H -5.50 3.06 4.34
H -3.16 3.10 -2.19
H 0.09 1.92 -0.21
H -2.41 1.54 -2.50
H -3.09 -0.77 -3.76
H -5.85 -1.80 1.62
H 1.45 -0.38 1.35
H 4.57 -5.70 -1.65
H -5.93 0.54 -1.45
H 4.41 -2.05 2.99
H 4.01 -0.99 -1.24
H 2.70 -4.30 3.16
*
```

Output
* SMILES: COC[C@H](C)N.COC[C@H](C)N.COC[C@H](C)N.COC[C@H](C)N.COC[C@H](C)N.COC[C@H](C)N.COC[C@H](C)N.COC[C@H](C)N.CCO.CCO.CCO
* HOMO level: -0.3383 hartree
* orbital gap: 0.34726 Eh
* DFT total energy: -75563.7980 eV
* relative energy (zero: lowest compared OMol25 entry of this formula, charge and spin): 1.028 eV
* LUMO: 0.0090 hartree


# 6
ORCA calculation (ωB97M-V/def2-TZVPD) on a cluster of 2 separate species, CHFNO3S in total.

Structure (ORCA input):
```
! wB97M-V def2-TZVPD RIJCOSX def2/J DEFGRID3
* xyz -1 1
S -0.57 -1.08 -0.15
F 2.04 0.90 -0.73
O -1.76 -0.54 -0.79
O -0.71 -1.41 1.25
O 0.15 -2.01 -1.04
N -0.06 1.41 0.75
C 0.44 0.53 0.08
H 0.47 2.19 0.63
*
```

Output
* HOMO level: -0.2157 hartree
* orbital gap: 0.35873 Eh
* DFT total energy: -22238.2892 eV
* relative energy (zero: lowest compared OMol25 entry of this formula, charge and spin): 2.320 eV
* LUMO: 0.1430 hartree